1.
Below is a 2-piece molecular cluster, C18H23BrCl2N2O5PS2 overall in a non-equilibrium geometry, with properties calculated with ωB97M-V with the def2-TZVPD basis set.

Geometry (Å):
Br: -2.77889 -2.24533 -0.99735
Cl: 6.42992 -0.87981 4.45164
Cl: 4.18462 0.66110 5.49207
S: -0.59038 -3.53171 -3.54395
S: -4.67524 0.65364 -0.73414
P: -3.22634 0.84877 -2.01328
O: -0.60322 3.07447 -3.01245
O: 2.37621 -0.92584 1.96981
O: -3.43672 -0.15986 -3.33664
O: -0.40490 3.71864 -0.82778
O: -3.32734 2.38801 -2.61598
N: -0.10821 -1.33884 -0.20374
N: -1.90405 4.32918 -4.58449
C: 0.16645 -3.83321 -0.85349
C: 1.05060 1.18586 2.69271
C: 0.79770 0.94096 -0.54482
C: 4.67104 -0.72352 4.52370
C: 0.95456 -0.44543 -0.07613
C: -1.09005 4.41145 -3.34601
C: -0.50442 2.85928 -1.66980
C: -1.31617 -0.96659 -0.78992
C: -0.14751 1.69211 3.38047
C: -1.56055 0.41719 -1.29050
C: -1.10939 0.75042 3.96528
C: 0.02504 -2.72779 0.28668
C: 0.24718 -1.20104 3.16263
C: 0.72094 -3.30466 -2.24901
C: 1.25787 -0.29288 2.57566
C: -0.45087 1.38158 -1.17177
C: -0.94744 -0.70368 3.85319
C: 2.34688 -0.82214 0.53623
H: -0.26868 2.80262 3.42568
H: -0.21152 5.06663 -3.61425
H: -3.34144 3.03494 -1.88208
H: 1.66167 1.64693 -0.45072
H: 1.14582 -2.27060 -2.22410
H: 4.25527 -1.62537 4.96573
H: -0.91090 -2.97483 0.86935
H: 3.09549 -0.09606 0.11513
H: -1.99663 1.16157 4.51045
H: 0.36062 -2.31499 3.09541
H: 2.61196 -1.84357 0.12986
H: 0.86894 -2.88119 1.00561
H: -0.80911 -4.38996 -0.93623
H: -2.76760 0.14090 -3.99233
H: 0.90834 -4.60155 -0.48427
H: -1.64726 3.51004 -5.13507
H: -1.36201 -4.57119 -3.06791
H: -1.75232 4.87140 -2.57325
H: 4.28648 -0.59434 3.51599
H: 1.56103 -3.99326 -2.55172
H: 1.81217 1.86647 2.24815
H: -1.66533 -1.43842 4.29030
H: -2.88230 4.28350 -4.28853

Properties
E_LUMO = -4.9 eV
Net charge = +1
Kohn-Sham gap = 6.95 eV
Energy relative to the best compared isomer or geometry (same formula, charge and spin) = 66.47 kcal per mole


2.
Below is a 2-piece molecular cluster, C6H7IOS3 overall in a non-equilibrium geometry, with properties calculated with ωB97M-V with the def2-TZVPD basis set.

Geometry (Å):
I: -6.50579 0.12134 0.13117
S: -1.67903 0.00682 -0.72758
S: 0.28805 -2.17063 0.00655
S: 2.21201 -1.85242 0.62308
O: 3.41653 1.83334 0.86940
C: -0.10496 -0.47578 -0.19383
C: -2.57504 -1.56015 -0.80553
C: 2.12612 -0.10645 0.51898
C: 0.70647 1.89908 -0.00034
C: 0.90681 0.42716 0.10393
C: 3.31616 0.62646 0.86368
H: -0.30052 2.13165 -0.33228
H: -3.55078 -1.31659 -1.22046
H: -2.69739 -1.96615 0.19659
H: -2.05023 -2.26123 -1.44917
H: 1.43357 2.32910 -0.68590
H: 0.88681 2.35612 0.97396
H: 4.17121 -0.02167 1.12775

Properties
E_LUMO (alpha / beta) = -3.8 / -3.8 eV
Kohn-Sham gap (alpha / beta) = 2.18 / 2.17 eV
Energy relative to the best compared isomer or geometry (same formula, charge and spin) = 5.14 kcal per mole


3.
Below is C3H9N4 as an isolated structure in a non-equilibrium geometry, with properties calculated with ωB97M-V with the def2-TZVPD basis set.

Geometry (Å):
N: -0.58191 0.29876 -0.86018
N: 1.13351 -0.81281 0.33884
N: -2.13550 0.58197 0.11416
N: -2.61644 -0.47722 0.27140
C: -0.06881 -0.95936 -0.68621
C: 1.19909 0.64213 0.64930
C: 0.35018 1.29570 -0.46904
H: 0.35723 -1.37304 -1.60630
H: -0.18146 2.18424 -0.12786
H: 0.96983 1.57952 -1.32738
H: 0.98478 -1.38349 1.17285
H: -0.84920 -1.63829 -0.30245
H: 1.99367 -1.13064 -0.11219
H: 0.74962 0.82768 1.62295
H: 2.22703 0.99795 0.64216
H: -3.53161 -0.63310 0.67993

Properties
E_LUMO = -3.4 eV
Net charge = +1
Kohn-Sham gap = 9.74 eV
Energy relative to the best compared isomer or geometry (same formula, charge and spin) = 88.16 kcal per mole


4.
Below is C9H15PSi as an isolated structure in a non-equilibrium geometry, with properties calculated with ωB97M-V with the def2-TZVPD basis set.

Geometry (Å):
P: 3.28643 0.26772 -0.81998
Si: 4.12065 -0.08402 1.26284
C: -0.77447 -1.93410 0.04391
C: -1.71844 -0.95948 0.10098
C: -2.32460 1.47621 -0.03907
C: 0.01471 0.67860 -0.56423
C: 0.44388 1.96134 -1.01251
C: 0.97593 -0.35765 -0.34652
C: 0.61545 -1.68880 -0.06192
C: -1.32682 0.40638 -0.21365
C: -3.18939 -1.30982 0.30915
H: -2.02455 2.57503 -0.21745
H: 3.27002 -1.01990 2.22974
H: 5.44451 -0.77620 0.79548
H: -0.85922 -3.00303 0.18902
H: -3.88859 -1.05916 -0.59923
H: 4.34535 1.28352 1.73504
H: -3.57088 -0.55692 1.08958
H: -2.66940 1.64295 0.93735
H: 0.06695 1.98659 -1.97725
H: -3.22896 1.37937 -0.55581
H: 0.11171 2.81201 -0.42626
H: -3.43645 -2.38513 0.51283
H: 1.50042 2.12355 -1.04895
H: 1.37802 -2.47728 -0.07763
H: 3.43773 -0.98178 -1.24547

Properties
E_LUMO = 0.4 eV
Kohn-Sham gap = 9.04 eV
Energy relative to the best compared isomer or geometry (same formula, charge and spin) = 31.13 kcal per mole


5.
Below is C30H36CoOPSb2Se4 as an isolated structure, with properties calculated with ωB97M-V with the def2-TZVPD basis set.

Geometry (Å):
Sb: 2.58463 1.91613 -0.75511
Sb: 2.04171 1.04738 3.83955
Se: 0.52089 1.89781 -2.24747
Se: 4.63710 1.48589 -1.95284
Se: 1.88083 -0.21621 0.45802
Se: 2.48092 3.77959 0.77396
Co: -0.21276 0.18902 -0.67065
P: 0.13893 -2.65470 -2.05014
O: -0.79058 -1.66186 -1.38163
C: 3.32598 -4.53534 -0.33454
C: -3.06454 -4.96106 -3.02847
C: 2.59578 1.28133 5.92898
C: -2.48225 -6.07480 -3.61421
C: -3.04459 0.85276 -1.64148
C: 1.27249 -3.41578 -0.87815
C: -2.50641 0.89897 -0.23259
C: -1.64588 1.01464 2.41701
C: -0.30283 -5.12274 -3.27589
C: 2.38736 -0.86326 -5.58317
C: 2.94625 -4.57458 0.99915
C: 1.73914 -1.08493 4.10149
C: -1.19917 3.47486 2.25924
C: 1.08624 -2.02192 -3.43236
C: -1.93186 -1.46797 2.70005
C: -2.26651 -3.92356 -2.56458
C: 2.48841 -3.95763 -1.27774
C: -1.10049 -6.15680 -3.73757
C: -1.65330 2.18128 1.65304
C: 4.08447 0.88848 3.19876
C: 1.72807 -4.04050 1.39732
C: -2.45428 -0.25563 0.55465
C: -2.01456 -0.20752 1.88046
C: -0.88514 -4.00038 -2.69120
C: 1.22777 -1.59807 -5.79694
C: 2.23976 -1.26941 -3.22139
C: 0.57143 -2.17355 -4.72276
C: 2.88887 -0.69285 -4.30221
C: 0.89095 -3.46088 0.45973
C: -2.05973 2.10311 0.32566
H: -0.64645 -7.02683 -4.19380
H: 1.71382 1.19832 6.56586
H: -2.76997 -1.20274 0.12965
H: 4.12293 0.34025 2.25957
H: -0.33814 -2.73832 -4.88308
H: -1.28943 1.06213 3.43917
H: 4.48434 1.88552 3.02328
H: 1.33736 -1.51472 3.18426
H: -2.02648 2.99229 -0.29226
H: 4.66693 0.36776 3.96033
H: 2.68727 -1.57086 4.33622
H: 3.75447 -0.07414 -4.10943
H: -0.04388 -3.00506 0.75994
H: -1.24353 4.28711 1.53470
H: -2.64586 1.67594 -2.23464
H: 3.04326 2.26303 6.08727
H: -2.70464 -3.04655 -2.10585
H: -2.92357 -1.89085 2.87764
H: 1.44520 -4.05082 2.44181
H: 2.61841 -1.09547 -2.21936
H: -0.16094 3.38893 2.58645
H: -1.45879 -1.27609 3.66205
H: -3.10561 -6.88296 -3.97505
H: -2.77777 -0.08314 -2.13391
H: -1.81868 3.73119 3.12152
H: 1.03870 -1.25299 4.92206
H: -4.14062 -4.89717 -2.93216
H: 0.82775 -1.71201 -6.79645
H: 2.79868 -3.89483 -2.31280
H: 2.89065 -0.39826 -6.42150
H: 3.31581 0.51308 6.21511
H: 0.77462 -5.18316 -3.37287
H: -4.13501 0.93206 -1.63587
H: 3.60930 -5.00795 1.73668
H: -1.33777 -2.22348 2.18282
H: 4.28384 -4.93501 -0.64047

Properties
<S²> = 3.762
E_LUMO (alpha / beta) = 2.1 / 2.1 eV
Net charge = -1
Kohn-Sham gap (alpha / beta) = 6.09 / 6.09 eV
Energy relative to the best compared isomer or geometry (same formula, charge and spin) = 0.00 kcal per mole
Spin multiplicity = 4


6.
Below is a single C10H14NOP molecule in a non-equilibrium geometry, with properties calculated with ωB97M-V with the def2-TZVPD basis set.

Geometry (Å):
P: -2.87640 0.91225 0.72611
O: -1.96382 -2.73586 -0.51068
N: -0.48462 -0.01280 -0.17794
C: -2.25370 -1.76337 0.43506
C: -2.42118 2.25532 -0.53321
C: 2.09642 0.73667 -0.38046
C: 4.10610 -0.87750 0.59951
C: 1.75190 -0.56653 0.06418
C: 0.37064 -0.92882 -0.06620
C: 4.39677 0.45625 0.27365
C: 2.83610 -1.44405 0.32574
C: 3.40022 1.21416 -0.36569
C: -2.08586 -0.43522 -0.22526
H: -2.64364 3.12215 0.01109
H: 4.76505 -1.59936 0.95108
H: -1.62440 -2.26790 -1.29673
H: -3.22712 -1.99864 0.70158
H: 0.02082 -1.92645 -0.00644
H: 1.44180 1.46680 -0.72882
H: -1.34465 1.92156 -0.63686
H: -3.16551 2.18490 -1.30558
H: -1.67312 -1.95628 1.26211
H: -2.32827 -0.28652 -1.20597
H: 2.57775 -2.44750 0.48011
H: 3.53753 2.11062 -0.74847
H: -1.84413 0.99031 1.61798
H: 5.46703 0.74959 0.42257

Properties
E_LUMO = 0.4 eV
SMILES = CP[C@H](CO)/N=C/c1ccccc1
Kohn-Sham gap = 9.00 eV
Energy relative to the best compared isomer or geometry (same formula, charge and spin) = 115.22 kcal per mole